[1]
Computed, not measured: a molecular structure, C25H38N2O5, with the ωB97M-V functional and the def2-TZVPD basis.

Geometry (Å):
C -5.44988 -4.44660 -0.40494
H -5.13565 -3.68255 -1.22722
C -4.57542 -4.07343 0.76955
C -5.00071 -2.79882 1.30655
O -4.65936 -1.91695 0.28659
C -3.42678 -1.51472 0.32950
C -2.41294 -2.00802 1.22550
C -1.04148 -1.44046 0.69875
C -0.80100 -0.56173 -0.30631
C -1.75406 -0.17581 -1.02265
C -3.15331 -0.33206 -0.76392
O -4.27702 -0.03385 -1.60988
C -3.94456 0.60390 -2.66811
H -3.30093 0.45637 -3.29839
H -4.96429 0.96572 -3.09831
H -3.60320 1.69103 -2.06681
H -1.52558 0.38606 -1.76633
C 0.61848 -0.14310 -0.43346
N 1.74287 -0.39911 0.39205
C 1.68607 0.16657 1.76078
O 2.42766 -0.19376 2.44750
C 0.60425 1.36928 1.93246
N 0.62489 2.17479 0.62370
C 0.54248 1.49154 -0.44777
O 0.52261 2.16519 -1.94436
C 0.58630 3.53555 0.66206
C 1.68599 4.04127 -0.00551
C 1.57822 5.89633 0.14818
C 0.13713 6.18980 -0.28428
C -0.91905 5.46692 0.33909
C -0.81190 4.10834 0.03109
H -1.68348 3.45341 0.44258
H -0.81199 3.79532 -0.96072
H -1.91777 5.72077 -0.18581
H -1.00176 5.67640 1.33868
H 0.16463 7.50617 -0.20974
H 0.22395 6.03631 -1.64134
H 2.37160 6.25867 -0.04883
H 1.57025 6.02311 1.26096
H 1.55618 4.10841 -0.97016
H 2.69491 3.79533 0.58848
H 0.37608 3.82575 1.97962
H 0.96400 1.86161 2.63034
H -0.30713 0.71264 2.06994
C 2.41709 -1.54428 0.06027
C 3.83016 -1.22835 -0.78560
C 4.60507 -2.46431 -1.16268
O 5.23418 -3.08254 -0.02200
C 5.73959 -4.09500 -0.37437
C 6.87373 -4.05989 -1.03399
H 6.83238 -3.80428 -2.16535
H 7.51121 -5.05626 -1.12219
H 7.86640 -3.33064 -0.74877
H 5.99384 -4.64255 0.83315
H 5.11803 -4.94249 -0.64008
H 3.93712 -3.00235 -1.51484
H 5.27498 -2.07575 -1.97550
H 4.22258 -0.45640 -0.17085
H 3.31764 -0.56803 -1.64347
H 2.08415 -2.40667 -0.05935
H 2.99861 -2.05597 0.98219
H 1.00621 -0.47185 -1.40782
H -0.17859 -1.82518 1.38808
H -2.65094 -2.59456 1.97962
H -4.57617 -2.72341 2.35636
H -6.09933 -2.72728 1.47090
H -4.98876 -4.99728 1.61798
H -3.60541 -4.11701 0.72876
H -6.70845 -4.53623 -0.22964
H -5.15974 -5.34453 -0.49796

Properties
gap between HOMO and LUMO: 0.315 hartree
lowest unoccupied orbital energy: 0.487 eV
DFT total energy: -39731.880 eV
energy above the lowest of the compared OMol25 structures with the same formula, charge and spin: 653.7 kcal/mol

natural (NBO) atomic charge list, values in e, 4 entries: atom 1 (C): -0.582, atom 2 (H): 0.216, atom 3 (C): -0.361, atom 4 (C): -0.096



[2]
Computed, not measured: a molecular structure, C25H39F6IrN2O6PS5Sb2, with the ωB97M-V functional and the def2-TZVPD basis.

Geometry (Å):
Ir 0.86536 -0.68369 0.38221
C -4.93248 1.46988 0.61222
Sb -2.79538 1.73979 0.26998
C -2.74022 1.60502 -1.89106
C -2.83297 4.06354 0.57686
C -2.55111 4.56593 -0.73220
C -3.61822 4.83038 -1.60580
C -3.39928 5.28288 -2.88549
C -2.09044 5.44522 -3.34815
C -1.02328 5.16845 -2.51916
C -1.21614 4.74268 -1.19939
C -0.06788 4.54705 -0.33793
Sb 0.72250 2.39749 -0.11905
C 1.27591 2.29462 -2.21502
C 2.56175 3.36157 0.56744
H -5.46705 2.04211 -0.14034
H -5.17187 1.83194 1.61040
H -5.20858 0.42524 0.54383
H -3.74376 1.74776 -2.27659
H -2.37988 0.62003 -2.15494
H -2.07535 2.35606 -2.30506
H -2.10913 4.26434 1.35366
H -3.84916 4.20756 0.91083
H -4.62472 4.69916 -1.23748
H -4.23370 5.51170 -3.52888
H -1.91421 5.79978 -4.35159
H -0.01362 5.31164 -2.87581
H -0.23412 4.84409 0.69090
H 0.81391 5.03888 -0.73539
H 2.04435 3.03525 -2.42180
H 0.40538 2.48955 -2.83543
H 1.64640 1.29736 -2.43217
H 3.00601 3.89319 -0.26972
H 3.26369 2.63031 0.94656
H 2.33036 4.06574 1.36192
S 0.86894 -2.32868 -1.52678
C 1.22470 -3.79473 -0.71712
N 0.83131 -4.94227 -1.31920
C 1.02845 -6.15353 -0.77672
C 1.67403 -6.27994 0.42504
C 2.11505 -5.11846 1.07916
C 1.90030 -3.88818 0.50564
H 0.31412 -4.85334 -2.19039
H 0.66843 -7.00917 -1.32824
H 1.83892 -7.25460 0.85470
H 2.61594 -5.20316 2.03109
H 2.22994 -2.97709 0.98651
C 6.40517 1.95167 -1.60344
C 5.18480 1.13115 -1.98530
C 5.01492 0.99194 -3.48747
O 5.36526 -0.18492 -1.39743
P 4.17528 -1.11990 -0.98962
S 3.21398 -1.87868 -2.60476
S 3.05020 0.05724 0.35989
O 4.80526 -2.34006 -0.25043
C 5.86118 -2.38756 0.76120
C 7.22411 -2.31977 0.09812
C 5.66915 -1.30460 1.80311
H 6.33081 2.93237 -2.06202
H 7.31251 1.46828 -1.95267
H 6.46086 2.07259 -0.52564
H 4.28558 1.57390 -1.53228
H 5.84566 0.43013 -3.90681
H 4.99003 1.97453 -3.94937
H 4.09438 0.46310 -3.72316
H 5.70805 -3.37874 1.20162
H 7.45236 -1.30388 -0.20993
H 7.25886 -2.97043 -0.77378
H 7.97868 -2.65351 0.80623
H 5.73989 -0.32472 1.33582
H 6.44365 -1.38557 2.55977
H 4.70029 -1.39928 2.28742
F -3.18349 0.22429 2.75335
C -1.96101 -0.30788 2.82625
F -1.80815 -0.87635 3.99723
F -1.08840 0.71803 2.71861
S -1.58304 -1.48434 1.42227
O -1.47041 -0.58681 0.27510
O -0.32221 -2.03876 1.82796
N -2.82997 -2.38903 1.36967
S -2.71749 -3.34556 0.09194
O -3.38894 -4.57824 0.17736
O -1.33827 -3.34932 -0.33090
C -3.55005 -2.28588 -1.23730
F -2.62835 -1.87861 -2.10925
F -4.49845 -2.91839 -1.89226
F -4.07447 -1.17013 -0.70267

Properties
total charge: +2
gap between HOMO and LUMO (alpha / beta): 0.268 / 0.211 hartree
lowest unoccupied orbital energy (alpha / beta): -5.355 / -7.687 eV
DFT total energy: -137489.491 eV
2S+1: 6

natural (NBO) atomic charge list, values in e, 4 entries: atom 1 (Ir): 0.795, atom 2 (C): -0.994, atom 3 (Sb): 1.336, atom 4 (C): -1.018



[3]
Computed, not measured: a molecular structure, C25H39O4PS3Sb2Ti, with the ωB97M-V functional and the def2-TZVPD basis.

Geometry (Å):
Ti -0.03685 -0.24495 -0.57055
C 3.99400 -1.71056 -2.05363
Sb 2.15005 -2.08730 -1.02605
C 2.80347 -3.79706 0.09506
C 2.49056 -0.49550 0.51899
C 3.27032 -0.97795 1.69438
C 4.62939 -0.63965 1.69139
C 5.49530 -1.08723 2.66907
C 5.00328 -1.87608 3.69839
C 3.66308 -2.21230 3.71700
C 2.77598 -1.78875 2.72331
C 1.37012 -2.33474 2.89441
Sb -0.32326 -1.92086 1.60662
C -1.54023 -3.63217 1.99566
C -1.21673 -0.35705 2.78515
H 4.81167 -1.78132 -1.33885
H 3.97633 -0.73269 -2.52917
H 4.11500 -2.47354 -2.82056
H 3.51326 -3.49687 0.86334
H 3.29610 -4.46384 -0.61163
H 1.95747 -4.32153 0.53499
H 1.50277 -0.05658 0.79373
H 3.03917 0.28631 -0.00020
H 5.00533 -0.00428 0.89735
H 6.54152 -0.81659 2.63039
H 5.66245 -2.23103 4.47890
H 3.28776 -2.83037 4.52458
H 0.99300 -2.04465 3.87773
H 1.42594 -3.42589 2.89854
H -1.54486 -3.79920 3.07094
H -1.13198 -4.50100 1.48443
H -2.55222 -3.44480 1.64305
H -1.30517 -0.65580 3.82821
H -2.20059 -0.10325 2.39350
H -0.56667 0.51525 2.71440
O -8.03749 -2.80213 -1.85763
C -7.28008 -2.19928 -0.94142
O -7.75498 -1.73460 0.05296
C -5.79323 -2.10391 -1.19658
C -5.07895 -2.96108 -2.02360
C -3.70898 -2.81213 -2.17307
C -3.04137 -1.79799 -1.49091
S -1.29439 -1.68135 -1.81279
C -3.74868 -0.96262 -0.62797
C -5.11421 -1.11587 -0.48995
H -7.56490 -3.10154 -2.64045
H -5.56869 -3.77648 -2.54208
H -3.15290 -3.47670 -2.82139
H -3.24955 -0.20101 -0.05990
H -5.68187 -0.47644 0.17271
C -2.16395 4.05904 -2.82658
C -0.68222 4.12248 -3.12597
C -0.27720 3.25185 -4.29470
O 0.09957 3.80227 -1.89321
P 0.36282 2.48714 -1.11720
S 1.24335 0.98963 -2.16486
S -1.31875 1.66463 -0.24827
O 1.38289 2.84161 0.01723
C 1.41984 4.00947 0.96096
C 2.11049 5.16878 0.27938
C 0.05335 4.39396 1.49183
H -2.71418 4.38843 -3.70713
H -2.43476 4.71305 -1.99790
H -2.47132 3.03762 -2.59744
H -0.37763 5.15212 -3.30133
H -0.65703 2.23675 -4.17494
H 0.80569 3.22476 -4.41606
H -0.70152 3.66231 -5.20996
H 2.04595 3.61344 1.75805
H 1.46715 5.61026 -0.48098
H 3.04754 4.85925 -0.18176
H 2.33442 5.93082 1.02534
H -0.58328 4.74933 0.67901
H 0.16385 5.20955 2.20503
H -0.43962 3.56842 2.00075

Properties
total charge: +2
gap between HOMO and LUMO: 0.233 hartree
lowest unoccupied orbital energy: -7.473 eV
DFT total energy: -112720.820 eV
energy above the lowest of the compared OMol25 structures with the same formula, charge and spin: 53.2 kcal/mol

Mulliken atomic charge list, values in e, 4 entries: atom 1 (Ti): -0.040, atom 2 (C): -1.130, atom 3 (Sb): 0.786, atom 4 (C): -1.157



Which of these has the highest DFT total energy?
C25H38N2O5



Number 3 is which compound?
C25H39O4PS3Sb2Ti



The lowest DFT total energy belongs to which entry?
C25H39F6IrN2O6PS5Sb2